[1]
The following is a quantum chemistry calculation of 2 unconnected molecules or ions with the total composition C4H14N2O in a non-equilibrium geometry, from OMol25.

Last column: Mulliken charge in e.
Positions of all 21 atoms, in Å:
1 C -3.10 -0.47 0.91  -0.8623
2 N -1.76 -0.12 0.48  -0.2752
3 C -0.96 -1.26 0.07  -0.7179
4 C 0.48 -0.78 -0.24  -0.4531
5 N 0.91 0.02 0.89  -0.2988
6 C 2.25 0.59 0.76  -0.7500
7 H -3.56 -1.06 0.08  0.2587
8 H -3.64 0.47 1.06  0.3268
9 H -3.20 -1.01 1.86  0.2948
10 H -1.13 0.58 0.85  0.3278
11 H -0.99 -2.10 0.79  0.2799
12 H -1.40 -1.65 -0.89  0.3639
13 H 1.01 -1.74 -0.45  0.2809
14 H 0.47 -0.21 -1.16  0.2768
15 H 0.79 -0.44 1.78  0.2023
16 H 2.38 1.37 1.51  0.2989
17 H 3.07 -0.14 0.80  0.2783
18 H 2.30 1.03 -0.23  0.1843
19 O 2.16 2.00 -3.13  -0.6479
20 H 1.24 2.26 -3.01  0.3223
21 H 2.69 2.68 -2.71  0.3098

Summary:
- Structure (SMILES): CNCCNC.O
- LUMO energy: 0.86 eV
- Gap between HOMO and LUMO: 8.9 eV
- DFT total energy: -9401.76117 eV
- ΔE to the lowest compared entry with this formula, charge and spin: 178.1 kJ/mol



[2]
The following is a quantum chemistry calculation of 2 unconnected molecules or ions with the total composition C4H14N2O in a non-equilibrium geometry, from OMol25.

Last column: Mulliken charge in e.
Positions of all 21 atoms, in Å:
1 C 1.64 -0.97 0.71  -1.1032
2 C 0.82 0.12 1.45  -0.7068
3 C -0.13 0.93 0.57  0.2797
4 N 0.37 1.02 -0.81  -0.6697
5 C -1.57 0.40 0.78  -0.8524
6 N -2.56 0.86 -0.16  -0.5788
7 H 2.33 -0.46 0.03  0.2751
8 H 0.98 -1.54 0.08  0.2795
9 H 2.23 -1.51 1.44  0.4190
10 H 0.35 -0.31 2.34  0.3763
11 H 1.54 0.76 1.88  0.3865
12 H -0.17 1.98 0.85  0.2658
13 H -0.13 1.74 -1.32  0.2887
14 H 0.13 0.16 -1.31  0.1987
15 H -1.85 0.77 1.77  0.3629
16 H -1.59 -0.69 0.87  0.3182
17 H -2.18 1.19 -1.03  0.2148
18 H -3.13 1.63 0.15  0.2544
19 O 1.30 -2.13 -2.59  -0.6388
20 H 1.06 -1.27 -2.94  0.3090
21 H 0.55 -2.70 -2.78  0.3212

Summary:
- Structure (SMILES): CC[C@@H](N)CN.O
- LUMO energy: 0.71 eV
- Gap between HOMO and LUMO: 9.8 eV
- DFT total energy: -9402.29499 eV
- ΔE to the lowest compared entry with this formula, charge and spin: 126.6 kJ/mol



[3]
The following is a quantum chemistry calculation of 2 unconnected molecules or ions with the total composition C4H14N2O in a non-equilibrium geometry, from OMol25.

Last column: Mulliken charge in e.
Positions of all 21 atoms, in Å:
1 C -0.25 2.29 1.07  -0.9554
2 N 0.89 1.76 0.30  -0.3911
3 C 1.13 0.32 0.54  -0.5214
4 C 1.77 -0.39 -0.64  -0.7241
5 C 0.61 -0.63 -1.67  -0.5279
6 N -0.29 -1.68 -1.26  -0.4851
7 H -0.26 2.20 2.16  0.3024
8 H -1.12 1.86 0.57  0.3260
9 H -0.27 3.34 0.78  0.3597
10 H 1.70 2.25 0.65  0.2594
11 H 1.87 0.29 1.36  0.3174
12 H 0.26 -0.18 0.96  0.3704
13 H 2.68 0.10 -0.98  0.3552
14 H 2.00 -1.43 -0.38  0.2866
15 H 0.14 0.35 -1.79  0.3402
16 H 1.11 -0.85 -2.63  0.3068
17 H 0.15 -2.56 -1.03  0.1792
18 H -0.96 -1.84 -2.00  0.2108
19 O -3.00 -1.41 1.34  -0.6224
20 H -3.14 -0.56 1.77  0.3096
21 H -3.72 -1.46 0.71  0.3038

Summary:
- Structure (SMILES): CNCCCN.O
- LUMO energy: 0.93 eV
- Gap between HOMO and LUMO: 9.7 eV
- DFT total energy: -9401.80360 eV
- ΔE to the lowest compared entry with this formula, charge and spin: 174.0 kJ/mol



[4]
The following is a quantum chemistry calculation of 2 unconnected molecules or ions with the total composition C4H14N2O in a non-equilibrium geometry, from OMol25.

Last column: Mulliken charge in e.
Positions of all 21 atoms, in Å:
1 C -1.89 -0.77 0.56  -0.9806
2 N -0.49 -0.29 0.44  0.3080
3 C 0.52 -0.98 1.22  -1.1872
4 C -0.50 1.14 0.61  -0.8332
5 C 0.86 1.85 0.39  -0.6668
6 N 1.46 1.33 -0.87  -0.6154
7 H -1.78 -1.85 0.63  0.3638
8 H -2.49 -0.23 1.37  0.2569
9 H -2.33 -0.43 -0.37  0.3107
10 H 1.36 -0.81 0.57  0.3096
11 H 0.37 -2.05 1.08  0.4490
12 H 0.51 -0.74 2.28  0.2744
13 H -1.22 1.62 -0.06  0.4390
14 H -0.91 1.48 1.61  0.3973
15 H 0.55 2.90 0.33  0.3337
16 H 1.61 1.70 1.16  0.3502
17 H 1.95 0.48 -0.91  0.2736
18 H 0.75 1.33 -1.58  0.2299
19 O 0.65 -2.18 -2.44  -0.6510
20 H 1.20 -1.44 -2.77  0.3008
21 H -0.19 -2.08 -3.23  0.3374

Summary:
- Structure (SMILES): CN(C)CCN.O
- LUMO energy: 0.59 eV
- Gap between HOMO and LUMO: 8.9 eV
- DFT total energy: -9400.63225 eV
- ΔE to the lowest compared entry with this formula, charge and spin: 287.0 kJ/mol



[5]
The following is a quantum chemistry calculation of 2 unconnected molecules or ions with the total composition C4H14N2O in a non-equilibrium geometry, from OMol25.

Last column: Mulliken charge in e.
Positions of all 21 atoms, in Å:
1 C -0.58 0.37 -1.98  -1.0236
2 N -0.46 -0.73 -0.99  -0.3850
3 C -0.19 -0.33 0.39  -1.1640
4 C 0.99 0.63 0.61  0.6427
5 C 0.85 1.27 1.99  -1.3479
6 N 2.21 -0.18 0.44  -0.5596
7 H 0.34 0.91 -2.27  0.3348
8 H -0.95 -0.15 -2.85  0.3515
9 H -1.25 1.15 -1.62  0.3377
10 H 0.37 -1.24 -1.27  0.3000
11 H -1.13 0.11 0.76  0.4402
12 H -0.08 -1.14 1.12  0.3461
13 H 0.95 1.40 -0.16  0.2927
14 H 1.15 2.33 1.93  0.3048
15 H 1.39 0.79 2.79  0.3693
16 H -0.22 1.36 2.18  0.3263
17 H 2.23 -1.18 0.53  0.2283
18 H 2.82 0.12 -0.29  0.1923
19 O -2.96 -1.98 -0.75  -0.6994
20 H -3.24 -2.19 0.15  0.3079
21 H -2.25 -1.30 -0.71  0.4046

Summary:
- Structure (SMILES): CNC[C@@H](C)N.O
- LUMO energy: 0.87 eV
- Gap between HOMO and LUMO: 9.9 eV
- DFT total energy: -9402.00521 eV
- ΔE to the lowest compared entry with this formula, charge and spin: 154.5 kJ/mol



[6]
The following is a quantum chemistry calculation of 2 unconnected molecules or ions with the total composition C4H14N2O in a non-equilibrium geometry, from OMol25.

Last column: Mulliken charge in e.
Positions of all 21 atoms, in Å:
1 N -0.59 2.23 -0.48  -0.5075
2 C -1.20 2.07 0.85  -0.5443
3 C -0.57 0.97 1.68  -0.4640
4 O -0.84 -0.33 1.27  -0.5903
5 H -1.24 2.69 -1.10  0.2084
6 H 0.21 2.82 -0.41  0.2016
7 H -2.27 1.90 0.73  0.3235
8 H -1.16 3.01 1.42  0.3250
9 H -0.90 1.10 2.69  0.3695
10 H 0.52 1.15 1.72  0.2578
11 H -0.53 -0.47 0.33  0.3803
12 C 1.19 -2.65 -0.28  -1.0063
13 C 1.24 -1.41 -1.15  -0.4210
14 N -0.06 -0.74 -1.14  -0.5639
15 H 2.04 -3.33 -0.48  0.3501
16 H 1.19 -2.36 0.77  0.2646
17 H 0.27 -3.19 -0.47  0.2784
18 H 1.98 -0.73 -0.75  0.2592
19 H 1.56 -1.69 -2.15  0.3820
20 H -0.78 -1.25 -1.62  0.2011
21 H -0.05 0.21 -1.44  0.2960

Summary:
- Structure (SMILES): NCCO.CCN
- LUMO energy: 1.04 eV
- Gap between HOMO and LUMO: 10.0 eV
- DFT total energy: -9402.41745 eV
- ΔE to the lowest compared entry with this formula, charge and spin: 114.8 kJ/mol



[7]
The following is a quantum chemistry calculation of 2 unconnected molecules or ions with the total composition C4H14N2O in a non-equilibrium geometry, from OMol25.

Last column: Mulliken charge in e.
Positions of all 21 atoms, in Å:
1 C 1.20 -0.58 -2.56  -1.4127
2 C -0.22 -0.90 -2.31  -0.2017
3 C -0.59 -0.97 -0.84  -0.6884
4 N -0.20 0.28 -0.16  -0.3973
5 C -1.02 0.46 1.15  -0.2291
6 N -1.15 1.94 1.60  -0.6207
7 H 1.87 -0.99 -1.87  0.4117
8 H 1.49 0.49 -2.44  0.3075
9 H 1.30 -0.79 -3.55  0.4067
10 H -0.88 -0.09 -2.87  0.2150
11 H -0.36 -1.87 -2.60  0.3369
12 H -0.23 -1.93 -0.34  0.3009
13 H -1.66 -1.24 -0.71  0.3989
14 H 0.82 0.27 0.01  0.2790
15 H -2.03 0.28 1.01  0.4203
16 H -0.63 -0.04 2.05  0.0500
17 H -0.39 2.35 1.93  0.2005
18 H -1.45 2.54 0.92  0.1959
19 O 1.60 0.13 3.70  -0.6334
20 H 0.78 -0.23 3.58  0.3420
21 H 1.74 0.88 4.30  0.3181

Summary:
- Structure (SMILES): CCCNCN.O
- LUMO energy: 0.91 eV
- Gap between HOMO and LUMO: 9.9 eV
- DFT total energy: -9400.55064 eV
- ΔE to the lowest compared entry with this formula, charge and spin: 294.9 kJ/mol



[8]
The following is a quantum chemistry calculation of 2 unconnected molecules or ions with the total composition C4H14N2O in a non-equilibrium geometry, from OMol25.

Last column: Mulliken charge in e.
Positions of all 21 atoms, in Å:
1 C 1.49 0.15 -2.11  -0.9434
2 N 1.32 -0.79 -0.91  -0.5475
3 C -0.19 -0.72 -0.44  -0.5948
4 C -0.54 0.74 -0.04  -0.4513
5 C 0.18 0.84 1.32  -0.6253
6 N 1.57 0.83 1.45  -0.5250
7 H 1.72 1.20 -1.76  0.2934
8 H 0.70 -0.04 -2.90  0.3419
9 H 2.53 -0.22 -2.58  0.3232
10 H 1.40 -1.71 -1.52  0.3404
11 H -0.38 -1.28 0.57  0.3652
12 H -0.81 -0.95 -1.30  0.2928
13 H -0.30 1.53 -0.81  0.3082
14 H -1.69 0.96 0.24  0.2040
15 H -0.13 1.79 1.75  0.3459
16 H -0.36 0.06 1.84  0.2732
17 H 2.06 0.45 0.59  0.3283
18 H 1.83 1.80 1.75  0.2724
19 O -3.39 -1.90 1.60  -0.5989
20 H -2.92 -1.22 1.22  0.3047
21 H -4.09 -1.52 2.03  0.2928

Summary:
- Structure (SMILES): CNCCCN.O
- LUMO energy: 0.80 eV
- Gap between HOMO and LUMO: 9.5 eV
- DFT total energy: -9400.14412 eV
- ΔE to the lowest compared entry with this formula, charge and spin: 334.1 kJ/mol